Computed, not measured: C24H25N3O in the gas phase, with ωB97M-V/def2-TZVPD.

Last column: Mulliken charge in e.
Atoms and positions in Å:
O (-0.229557, -1.006462, -3.361710)  -0.70
C (-0.255886, -0.047528, -2.611583)  0.10
C (0.992029, 0.786103, -2.379757)  -1.12
C (1.966818, -0.044835, -1.523830)  0.72
C (3.331847, 0.577673, -1.347780)  -0.58
C (4.315477, -0.190763, -0.730730)  -0.31
C (5.582077, 0.315740, -0.514241)  -0.72
C (5.890441, 1.606174, -0.912911)  -0.42
C (4.921456, 2.378421, -1.525941)  -0.82
C (3.650363, 1.869624, -1.740243)  0.10
C (1.343666, -0.319001, -0.172093)  -0.15
C (0.660382, -1.505156, 0.060961)  -0.11
C (0.064089, -1.745442, 1.286757)  -0.56
C (0.142328, -0.800049, 2.294497)  -0.43
C (0.816255, 0.388112, 2.069733)  -1.04
C (1.413294, 0.627407, 0.844202)  0.04
N (-1.387194, 0.303857, -1.953111)  0.14
C (-1.502354, 1.403873, -1.013889)  0.14
C (-2.857310, 1.342206, -0.298207)  -1.49
N (-3.082840, 0.028660, 0.236298)  0.25
C (-3.086535, -0.300434, 1.557392)  1.32
C (-3.021851, 0.636363, 2.604966)  -0.77
C (-3.067814, 0.180589, 3.903159)  -0.65
C (-3.176106, -1.183196, 4.153395)  -0.53
C (-3.236071, -2.024739, 3.059267)  -0.41
N (-3.196293, -1.610154, 1.806395)  -0.41
C (-3.009732, -1.053538, -0.732719)  -0.41
C (-2.565249, -0.528508, -2.093511)  -1.25
H (0.774463, 1.740089, -1.906385)  0.51
H (1.447027, 0.959138, -3.357204)  0.67
H (2.097579, -1.003852, -2.039625)  0.55
H (4.076162, -1.196904, -0.416463)  0.39
H (6.331663, -0.296526, -0.034608)  0.39
H (6.879938, 2.005544, -0.746670)  0.38
H (5.152184, 3.386101, -1.840570)  0.40
H (2.913706, 2.495465, -2.220370)  0.35
H (0.595795, -2.243566, -0.725637)  0.46
H (-0.465545, -2.670526, 1.458531)  0.41
H (-0.321528, -0.989195, 3.250839)  0.55
H (0.879238, 1.130688, 2.852134)  0.41
H (1.947313, 1.552506, 0.674942)  0.51
H (-0.712293, 1.333746, -0.258982)  0.05
H (-1.416701, 2.366317, -1.535965)  0.42
H (-3.664860, 1.593555, -0.996486)  0.35
H (-2.866863, 2.086267, 0.495308)  0.35
H (-2.934906, 1.694416, 2.417274)  0.24
H (-3.016852, 0.884046, 4.722543)  0.40
H (-3.213424, -1.568857, 5.159412)  0.40
H (-3.322203, -3.097625, 3.180869)  0.39
H (-3.987096, -1.541824, -0.817560)  0.40
H (-2.297142, -1.796996, -0.364255)  0.31
H (-2.292355, -1.361716, -2.743624)  0.45
H (-3.366188, 0.039384, -2.579047)  0.34

Force components x, y, z for each atom (eV/Å):
0.2883 -0.3157 -0.2327
-0.0304 0.3702 -0.0082
0.1475 -0.3319 -0.0795
-0.1191 0.0801 -0.0342
0.0735 -0.0140 -0.1296
0.0557 0.0371 -0.0422
0.0096 -0.1113 0.0380
0.0538 0.1224 -0.0190
0.1412 0.1099 0.0233
-0.1153 -0.0962 -0.0193
0.0260 -0.1203 0.0547
0.0631 0.0213 -0.0248
-0.0170 -0.0539 0.0867
-0.0284 -0.0590 0.0744
0.0157 0.0935 0.0211
0.0256 -0.0346 0.0206
-0.2616 -0.0829 0.0342
0.0620 0.4170 0.2659
0.1834 0.1956 -0.0995
0.1412 -0.0180 -0.2091
-0.1721 -0.0958 0.2860
0.0110 0.1373 0.0586
-0.0058 -0.0862 -0.1436
0.0335 -0.0330 0.0948
0.0241 -0.0022 0.3490
-0.0703 0.0724 -0.3358
-0.0237 -0.2743 -0.2159
-0.1735 -0.2317 -0.0405
0.0425 0.0755 0.0173
-0.1006 0.0632 0.0108
-0.0441 0.1134 0.0477
-0.0298 -0.1084 0.0477
0.0588 -0.0541 0.0350
0.0760 0.0331 0.0113
0.0219 0.0722 -0.0218
-0.1037 0.0391 -0.0615
0.0025 -0.0812 -0.1165
-0.0564 -0.0754 0.0003
-0.0777 -0.0194 0.0897
0.0084 0.0602 0.0715
0.0782 0.0804 0.0003
-0.1332 0.0888 -0.0895
0.0076 -0.0242 0.1130
0.0700 0.0861 0.1159
-0.0178 -0.0191 -0.1136
0.0066 0.0565 -0.0259
0.0002 0.0572 0.0290
-0.0155 -0.0672 0.0709
-0.0140 -0.0769 0.1216
0.1086 -0.0865 -0.0497
-0.1100 0.0368 -0.1654
-0.1538 0.1327 0.1132
0.0370 -0.0785 -0.0243

Results
Relative energy (zero: lowest compared OMol25 entry of this formula, charge and spin) ... 0.0 kcal/mol
Max |F| ... 0.010 Eh/bohr
SMILES string ... O=C(CC(c1ccccc1)c1ccccc1)N1CCN(c2ccccn2)CC1
Calculated total energy ... -1169.08987 hartree
Frontier orbital gap ... 0.3144 Ha
HOMO energy ... -7.91 eV
Lowest unoccupied orbital energy ... 0.65 eV
Charge ... 0